ORCA calculation (wB97M-V/def2-TZVPD) on an isolated molecule of CH3NO4.

Each line ends with the Löwdin charge.
CARTESIAN COORDINATES (ANGSTROEM)
O  -1.59  -1.22  0.42  0.0836
N  -1.67  -0.10  0.03  -0.5688
O  -2.69  0.52  -0.11  0.0818
O  -0.65  0.55  -0.30  0.0072
C  0.98  -0.14  -0.24  -0.1129
O  1.45  0.19  0.90  0.0681
H  1.33  0.44  -1.06  0.1166
H  0.88  -1.28  -0.34  0.1626
H  1.94  1.04  0.70  0.1617

Calculated values
Relative energy (zero: lowest compared OMol25 entry of this formula, charge and spin) = 315.86 kJ/mol
E_LUMO = 0.04 eV
Total energy = -10760.2413 eV
HOMO-LUMO gap = 10.3 eV

ORCA calculation (wB97M-V/def2-TZVPD) on an isolated molecule of C3H6NOP.

Each line ends with the Löwdin charge.
CARTESIAN COORDINATES (ANGSTROEM)
O  -0.25  -3.39  -0.65  -0.3386
N  0.06  -1.91  -0.47  -0.5125
P  1.54  -1.69  -0.83  1.0650
C  1.34  0.07  -0.25  -0.3972
C  -0.20  0.35  -0.19  -0.2168
C  -0.93  -1.02  0.12  -0.1672
H  1.88  0.77  -0.86  0.0481
H  1.76  0.01  0.75  0.0540
H  -0.45  0.53  -1.29  0.1205
H  -0.40  1.11  0.57  0.1025
H  -0.94  -1.07  1.25  0.1457
H  -1.86  -0.95  -0.34  0.0966

Calculated values
Relative energy (zero: lowest compared OMol25 entry of this formula, charge and spin) = 362.20 kJ/mol
E_LUMO (spin up / spin down) = -0.69 / -0.69 eV
Total energy = -16030.4520 eV
HOMO-LUMO gap (spin up / spin down) = 7.6 / 7.6 eV

ORCA calculation (wB97M-V/def2-TZVPD) on an isolated molecule of C6H12N2.

Each line ends with the Löwdin charge.
CARTESIAN COORDINATES (ANGSTROEM)
H  -0.74  -1.84  1.75  0.0592
N  0.11  -1.29  1.97  0.1422
C  0.07  -0.20  1.27  -0.3891
C  1.15  0.85  1.45  -0.0465
C  -1.10  0.13  0.38  -0.3454
N  -2.31  0.20  1.04  0.0866
C  -0.98  0.28  -0.94  -0.0852
C  0.19  0.12  -1.89  -0.2560
C  1.30  -0.84  -1.50  -0.1121
H  1.01  1.33  2.42  0.0832
H  2.13  0.36  1.45  0.0786
H  1.12  1.61  0.67  0.0795
H  -2.22  0.45  2.03  0.0965
H  -3.02  0.75  0.56  0.0947
H  -1.90  0.53  -1.48  0.1009
H  0.60  1.10  -2.13  0.1050
H  -0.24  -0.27  -2.83  0.1021
H  0.91  -1.79  -1.10  0.0810
H  1.98  -0.40  -0.77  0.0536
H  1.91  -1.09  -2.38  0.0710

Calculated values
Relative energy (zero: lowest compared OMol25 entry of this formula, charge and spin) = 84.81 kJ/mol
E_LUMO = 0.97 eV
Total energy = -9395.9708 eV
HOMO-LUMO gap = 9.1 eV

ORCA calculation (wB97M-V/def2-TZVPD) on a cluster of 4 separate species, C30H65Cl2IN5O6 in total.

Each line ends with the Löwdin charge.
CARTESIAN COORDINATES (ANGSTROEM)
C  1.57  0.62  3.17  -0.0099
C  0.97  1.31  2.06  -0.1443
C  1.94  1.90  0.93  -0.1057
C  1.30  2.24  -0.48  -0.3097
C  -0.29  2.58  -0.32  -0.1225
C  -0.91  3.33  -1.59  -0.2141
C  -2.52  3.02  -1.56  -0.1079
O  1.83  3.57  -0.86  -0.0812
C  3.23  3.54  -1.13  -0.3857
O  3.54  4.78  -1.85  -0.1340
C  3.84  2.36  -2.04  -0.5067
I  3.70  3.18  -4.13  1.1964
C  5.40  2.39  -1.76  -0.1582
C  6.38  2.67  -3.03  -0.8049
O  6.90  3.82  -3.18  -0.0381
Cl  6.91  1.42  -4.24  0.5814
N  3.10  1.02  -1.99  -0.0900
C  3.76  -0.09  -1.28  -0.5094
Cl  4.98  -0.81  -2.52  0.6539
C  3.02  -1.40  -0.83  -0.2600
C  2.25  -1.40  0.57  -0.0987
C  1.65  1.35  -1.77  -0.1638
C  0.57  0.21  -2.17  -0.1053
C  0.70  -0.26  -3.74  -0.1509
C  0.87  -1.86  -3.91  -0.2715
N  -0.06  -2.67  -3.06  -0.0137
H  0.88  0.09  3.93  0.0704
H  2.69  0.51  3.31  0.0757
H  -0.16  1.41  2.11  0.0995
H  2.30  2.91  1.38  0.1466
H  2.88  1.25  0.94  0.0940
H  -0.85  1.62  -0.02  0.1166
H  -0.33  3.32  0.57  0.1479
H  -0.78  4.46  -1.56  0.1221
H  -0.54  2.96  -2.61  0.1035
H  -2.61  1.88  -1.42  0.0728
H  -2.96  3.27  -2.58  0.0730
H  -3.06  3.60  -0.74  0.0842
H  3.78  3.67  -0.11  0.1738
H  3.87  5.45  -1.22  0.1302
H  5.66  3.29  -1.07  0.1465
H  5.89  1.51  -1.23  0.1086
H  3.13  0.75  -3.01  0.0905
H  4.35  0.28  -0.35  0.1421
H  2.29  -1.86  -1.60  0.0943
H  3.83  -2.23  -0.71  0.1211
H  2.14  -2.52  0.88  0.0918
H  2.94  -0.93  1.35  0.0695
H  1.19  -0.98  0.54  0.0613
H  1.40  2.09  -2.64  0.1285
H  -0.50  0.66  -2.16  0.1186
H  0.50  -0.67  -1.45  0.0733
H  1.52  0.30  -4.30  0.0926
H  -0.28  -0.01  -4.31  0.1241
H  0.65  -2.15  -5.00  0.1225
H  1.95  -2.14  -3.69  0.1014
H  0.26  -2.74  -2.08  0.0361
H  -1.02  -2.32  -3.14  0.0795
C  2.63  -4.50  7.00  -0.0675
C  1.70  -3.44  6.42  -0.4264
C  1.82  -3.29  4.89  -0.2081
O  2.97  -2.57  4.46  -0.2161
C  4.16  -3.35  4.39  -0.1025
N  1.94  -2.16  7.11  0.0429
H  3.67  -4.16  7.06  0.0657
H  2.32  -4.75  8.02  0.0816
H  2.60  -5.42  6.41  0.0805
H  0.67  -3.76  6.64  0.1349
H  0.96  -2.70  4.54  0.1009
H  1.75  -4.26  4.38  0.1187
H  3.96  -4.38  4.09  0.0935
H  4.67  -3.32  5.35  0.0777
H  4.82  -2.89  3.66  0.0831
H  1.25  -1.48  6.79  0.0677
H  2.82  -1.79  6.76  0.0708
C  -1.61  -2.58  0.79  -0.0679
C  -1.43  -4.04  0.39  -0.4238
C  -2.23  -5.02  1.27  -0.1944
O  -1.65  -5.25  2.55  -0.1856
C  -1.95  -4.25  3.51  -0.1015
N  0.00  -4.37  0.39  0.0439
H  -1.04  -2.32  1.69  0.0605
H  -1.25  -1.92  -0.01  0.0513
H  -2.66  -2.34  0.96  0.0847
H  -1.81  -4.14  -0.63  0.1333
H  -2.24  -5.99  0.78  0.1263
H  -3.28  -4.71  1.37  0.1228
H  -2.95  -3.84  3.39  0.0944
H  -1.20  -3.45  3.47  0.0572
H  -1.88  -4.70  4.51  0.0917
H  0.12  -5.32  0.03  0.0828
H  0.30  -4.44  1.36  0.0684
C  -8.90  3.87  -3.07  -0.0714
C  -7.82  3.66  -2.01  -0.4297
C  -6.49  4.35  -2.35  -0.2035
O  -5.71  3.69  -3.34  -0.2127
C  -6.10  3.96  -4.68  -0.1035
N  -7.64  2.21  -1.80  0.0364
H  -8.75  3.26  -3.96  0.0646
H  -9.88  3.59  -2.66  0.0797
H  -8.95  4.92  -3.37  0.0798
H  -8.19  4.09  -1.08  0.1359
H  -5.87  4.35  -1.44  0.1130
H  -6.64  5.41  -2.62  0.1198
H  -6.46  4.99  -4.80  0.0931
H  -6.86  3.25  -5.00  0.0758
H  -5.23  3.82  -5.32  0.0858
H  -6.98  2.08  -1.03  0.0683
H  -7.13  1.85  -2.61  0.0687

Calculated values
E_LUMO = -3.65 eV
Total energy = -85030.8337 eV
Charge = +1
HOMO-LUMO gap = 7.1 eV

ORCA calculation (wB97M-V/def2-TZVPD) on a structure of composition CH22MnO13.

Each line ends with the Löwdin charge.
CARTESIAN COORDINATES (ANGSTROEM)
O  -0.04  -0.49  3.41  0.2846
H  -0.42  0.11  4.07  0.1827
H  -0.11  -0.16  2.45  0.1135
H  0.90  -0.65  3.66  0.2085
O  -3.92  1.18  -1.71  0.2842
H  -3.53  0.88  -2.56  0.1952
H  -3.17  1.25  -1.00  0.1155
H  -4.65  0.59  -1.44  0.1958
Mn  -1.05  2.44  1.06  1.4239
C  -0.81  0.20  -0.01  -0.7706
O  -0.81  -0.91  -0.50  0.0714
O  -1.75  1.12  -0.33  -0.1915
O  0.04  0.63  0.90  -0.1575
O  0.62  -0.79  -3.09  -0.0198
H  -0.02  -1.14  -2.46  -0.0014
H  1.49  -0.94  -2.71  0.0614
O  2.22  2.04  2.95  -0.0112
H  2.38  1.51  2.16  0.0067
H  1.33  2.39  2.90  -0.0080
O  2.33  2.11  -0.78  -0.0130
H  1.78  1.37  -1.07  0.0312
H  1.71  2.80  -0.51  0.0309
O  -0.16  2.03  -3.07  -0.0337
H  -0.29  1.07  -3.11  0.0066
H  -0.93  2.42  -2.65  0.0044
O  3.73  0.13  0.74  -0.0408
H  3.00  0.69  0.46  -0.0336
H  4.36  0.69  1.20  0.0619
O  -1.86  -2.37  1.81  -0.0157
H  -2.56  -1.72  1.86  0.0360
H  -1.41  -2.22  0.97  0.0037
O  1.55  -2.35  0.70  -0.0279
H  0.85  -1.70  0.68  -0.0324
H  2.18  -2.07  0.02  0.0446
O  -1.16  -3.47  -2.00  -0.0329
H  -0.54  -4.02  -1.51  0.0559
H  -1.25  -2.66  -1.49  -0.0284

Calculated values
2S+1 = 6
E_LUMO (spin up / spin down) = -10.92 / -11.09 eV
Total energy = -59311.9559 eV
Expectation value of S² = 8.754
Charge = +2
HOMO-LUMO gap (spin up / spin down) = 5.1 / 4.9 eV

ORCA calculation (wB97M-V/def2-TZVPD) on a cluster of 2 separate species, C14H28NO7PS in total.

Each line ends with the Löwdin charge.
CARTESIAN COORDINATES (ANGSTROEM)
C  -7.21  -0.98  -2.97  0.1030
C  -6.22  -0.71  -3.59  -0.1506
C  -4.96  -0.15  -4.13  -0.2165
C  -3.90  -0.06  -3.02  -0.1924
C  -2.55  0.46  -3.56  -0.1546
C  -1.34  -0.32  -2.96  -0.2902
C  -1.16  -1.58  -3.82  -0.1588
C  0.04  -2.50  -3.46  -0.1781
S  1.26  -1.56  -2.55  0.6128
O  1.03  -1.78  -1.15  -0.2736
O  2.55  -2.03  -2.96  -0.2863
O  1.18  -0.04  -3.03  -0.1935
C  -0.12  0.61  -2.87  -0.2879
C  -0.13  1.44  -1.56  -0.1252
C  1.27  1.91  -1.11  -0.2553
N  1.96  0.91  -0.28  0.0111
H  -8.08  -1.12  -2.37  0.0242
H  -5.19  0.84  -4.55  0.1212
H  -4.63  -0.82  -4.93  0.1124
H  -3.78  -1.07  -2.61  0.1122
H  -4.31  0.58  -2.23  0.1206
H  -2.54  0.22  -4.63  0.1081
H  -2.44  1.54  -3.48  0.1178
H  -1.64  -0.56  -1.94  0.1397
H  -1.11  -1.32  -4.88  0.1226
H  -2.07  -2.18  -3.68  0.1192
H  -0.26  -3.32  -2.81  0.1104
H  0.53  -2.81  -4.38  0.1060
H  -0.21  1.34  -3.68  0.1507
H  -0.63  0.90  -0.75  0.1168
H  -0.68  2.36  -1.79  0.1133
H  1.86  2.20  -1.98  0.1146
H  1.12  2.79  -0.47  0.1084
H  2.86  0.67  -0.67  0.0751
H  2.06  1.22  0.67  0.0501
C  1.18  -0.08  3.42  -0.0904
O  2.00  0.88  4.12  -0.2312
P  2.28  0.64  5.74  0.5353
O  2.52  2.03  6.19  -0.2578
O  3.64  -0.22  5.48  -0.2607
C  4.71  0.39  4.76  -0.1056
O  1.95  -0.20  7.09  -0.2577
C  2.68  0.16  8.25  -0.1055
H  1.11  0.22  2.38  0.0648
H  1.63  -1.08  3.47  0.0931
H  0.18  -0.11  3.85  0.0851
H  4.71  1.48  4.88  0.0863
H  4.64  0.14  3.70  0.0832
H  5.64  -0.01  5.16  0.0874
H  2.27  1.07  8.69  0.0875
H  3.74  0.30  8.02  0.0877
H  2.57  -0.66  8.96  0.0911

Calculated values
E_LUMO = -0.35 eV
Total energy = -50916.0539 eV
HOMO-LUMO gap = 8.7 eV